Entry 1:
Molecular formula: C26H22NO11P
Method: DFT, ωB97M-V/def2-TZVPD

```
61
Properties=species:S:1:pos:R:3:forces:R:3
C 5.672783 -0.762091 2.948022 -0.296 -0.214 -0.102
C 5.115989 -0.042120 2.167161 0.070 0.034 0.100
C 4.439037 0.836347 1.213540 0.285 -0.143 -0.007
C 5.033985 2.263823 1.158746 -0.133 0.064 0.099
C 4.131084 3.386446 1.693548 0.057 0.342 -0.182
C 2.696018 3.308749 1.256843 0.026 -0.128 -0.151
C 2.274968 2.923543 0.050511 0.115 0.039 0.312
C 0.813436 2.878204 -0.219807 0.137 0.073 0.116
O 0.332374 3.155315 -1.291388 0.004 -0.212 -0.106
C -0.041386 2.462284 0.954146 0.059 -0.392 0.306
P -1.518123 1.494802 0.541269 -0.947 0.334 -0.677
C -1.967053 0.510830 2.023159 0.576 -0.088 0.154
C -0.738433 0.243377 -0.568157 0.862 0.145 0.662
C 0.383851 2.901288 2.135887 0.066 -0.016 -0.290
O -0.349319 2.673803 3.311684 0.120 0.249 0.040
C 0.363954 2.225512 4.300371 -0.107 -0.042 0.020
N 0.955869 1.780527 5.181697 -0.007 0.042 -0.024
C 1.639311 3.710404 2.241062 -0.132 0.090 -0.056
O 1.775532 4.615859 3.024353 0.118 -0.247 0.252
H 6.038684 -1.510456 3.609515 0.182 0.165 0.055
H 4.528589 0.374529 0.227136 -0.095 -0.008 0.015
H 3.376151 0.833015 1.457113 -0.027 0.126 -0.024
H 5.947970 2.281128 1.750310 0.055 0.017 -0.076
H 5.330789 2.494252 0.135066 -0.072 -0.032 -0.034
H 4.524120 4.337510 1.319574 0.069 0.015 0.142
H 4.182528 3.465260 2.779494 -0.105 -0.156 0.020
H 2.972384 2.654490 -0.733764 -0.139 0.099 -0.167
H -2.770506 0.996640 2.570134 0.016 0.049 0.010
H -2.302058 -0.459219 1.660485 -0.137 0.034 -0.041
H -1.130193 0.318100 2.694765 -0.036 -0.054 0.006
H 0.174887 -0.138769 -0.098573 -0.069 -0.124 -0.053
H -1.401139 -0.602499 -0.706394 -0.228 0.132 -0.179
H -0.454171 0.717592 -1.502449 -0.287 -0.085 -0.141
C 0.033146 -5.734199 0.066177 0.073 -0.131 0.016
C -0.565992 -4.536942 0.037114 -0.047 -0.093 -0.152
C -0.419762 -3.539894 1.159571 0.151 0.057 0.296
O -0.988666 -2.467969 1.030799 -0.075 -0.144 -0.124
C 0.378329 -3.900169 2.311816 -0.066 0.133 -0.012
C 0.976991 -5.099812 2.343921 0.038 0.101 0.154
C 0.848354 -6.091245 1.212404 -0.136 -0.026 -0.263
O 1.442358 -7.145980 1.330191 0.044 0.006 0.111
O 1.725168 -5.517651 3.352707 -0.026 -0.029 -0.082
O -1.328666 -4.124955 -0.968438 0.036 0.026 0.075
H -0.063849 -6.454190 -0.733887 -0.007 0.018 -0.012
H 0.467779 -3.182827 3.115621 0.019 -0.015 0.006
H 2.033753 -6.413364 3.110925 -0.001 -0.014 -0.024
H -1.629332 -3.227052 -0.730994 0.009 0.022 0.029
C -4.257758 1.592236 -5.763477 -0.093 -0.039 -0.118
C -3.490006 1.782886 -4.680949 0.052 0.145 -0.132
C -3.675224 0.980672 -3.416265 -0.165 -0.148 0.066
O -2.910324 1.218124 -2.500147 0.034 -0.017 -0.021
C -4.735863 -0.006964 -3.366716 0.109 0.030 0.119
C -5.505243 -0.193775 -4.447720 -0.055 -0.119 0.138
C -5.304354 0.590584 -5.722124 0.179 0.226 -0.114
O -6.047583 0.331934 -6.651091 -0.078 -0.082 0.050
O -6.497067 -1.071851 -4.499804 0.046 0.056 -0.047
O -2.513181 2.676192 -4.623535 -0.046 -0.082 0.052
H -4.131340 2.159156 -6.674785 0.020 0.007 0.010
H -4.872353 -0.564204 -2.450644 -0.020 -0.008 -0.013
H -6.876340 -0.996616 -5.398041 0.010 0.019 -0.029
H -2.124894 2.609394 -3.727698 -0.003 -0.008 0.017
```
Positions in Å, forces in eV/Å.

Properties
Lowest unoccupied orbital energy (eV): -1.74
E_HOMO (eV): -8.55
HOMO-LUMO gap (eV): 6.8

natural (NBO) population analysis, charges in e, atoms 1 to 6: atom 1 (C): -0.24, atom 2 (C): -0.01, atom 3 (C): -0.49, atom 4 (C): -0.38, atom 5 (C): -0.45, atom 6 (C): -0.01

Entry 2:
Molecular formula: C26H23BCo2F6O8
Method: DFT, ωB97M-V/def2-TZVPD

```
66
Properties=species:S:1:pos:R:3:forces:R:3
C -2.751980 -4.527954 0.674813 -0.278 -0.083 0.045
C -1.686422 -3.447387 0.621268 -1.028 0.682 0.807
C -0.731618 -3.648526 1.801204 0.140 0.029 0.189
O -1.002927 -3.545494 -0.599859 -0.104 0.998 -0.455
B -0.497662 -2.193807 -0.800149 1.074 -0.233 0.455
C 1.078846 -2.146461 -0.401268 -0.857 -0.555 0.178
C 1.635761 -0.994727 0.098140 0.843 0.158 -0.324
C 2.994254 -0.941516 0.383749 0.441 -0.203 0.012
C 3.590629 0.387648 0.712089 0.100 0.457 0.485
F 4.788348 0.295948 1.334113 -0.558 0.178 -0.432
F 3.768532 1.147174 -0.416477 -0.033 -0.323 0.649
F 2.768145 1.114326 1.529148 0.519 -0.255 -0.503
C 3.794377 -2.078581 0.296924 -0.016 -0.174 0.004
C 3.188146 -3.272591 -0.097719 0.002 -0.071 -0.099
C 3.997716 -4.552047 -0.190023 -0.103 -0.082 0.121
F 3.220407 -5.638994 0.122281 0.964 0.822 -0.348
F 4.475514 -4.738991 -1.461223 -0.239 -0.082 1.108
F 5.066947 -4.542392 0.663002 -0.835 -0.199 -0.859
C 1.842307 -3.304184 -0.469913 0.953 -0.156 0.050
C -0.499067 -1.793020 -2.438029 0.541 0.340 -2.909
C 0.173372 -0.471240 -2.680717 -1.767 -1.907 -0.509
C -0.364051 0.809624 -2.259330 -2.832 2.267 0.330
O -1.278209 -1.204061 -0.096718 0.233 -0.278 0.185
C -2.273636 -1.929296 0.594894 -0.260 -1.238 0.404
C -3.561582 -1.861604 -0.207239 -0.240 -0.036 -0.135
C -2.502171 -1.327723 1.967947 -0.008 -0.012 0.225
H -3.343383 -4.461824 1.595212 0.066 0.049 -0.098
H -3.432717 -4.474860 -0.177978 0.126 0.004 0.062
H -2.273933 -5.511691 0.664260 0.012 0.097 -0.023
H -1.278712 -3.767523 2.745259 0.057 0.078 -0.204
H -0.150674 -4.561539 1.638728 -0.049 0.085 -0.034
H -0.030336 -2.815422 1.915348 -0.079 -0.139 -0.034
H 1.047943 -0.100320 0.223905 -0.221 0.043 0.103
H 4.859014 -2.063511 0.538534 -0.394 0.122 -0.038
H 1.424260 -4.255444 -0.801699 -0.126 0.364 0.099
H 0.026524 -2.673039 -2.943145 -0.154 1.474 0.467
H -1.579819 -1.974342 -2.803395 1.281 1.146 1.142
H 0.965687 -0.516601 -3.455746 0.161 0.295 1.176
H -0.256657 1.638901 -2.984814 0.219 -0.833 -0.190
H -1.439006 0.693768 -1.984536 0.766 -0.204 -0.500
H -4.386350 -2.322552 0.343800 0.029 0.007 -0.150
H -3.818413 -0.813187 -0.382309 0.024 -0.033 0.000
H -3.454817 -2.359672 -1.178772 -0.027 0.065 0.191
H -3.279203 -1.872795 2.510557 0.031 -0.044 -0.053
H -1.602200 -1.329283 2.584385 -0.001 0.040 -0.130
H -2.847977 -0.297553 1.865273 0.025 0.044 -0.038
O 1.120748 3.972531 3.387659 -1.212 1.725 -1.570
C 0.680639 4.713482 2.614138 1.971 -1.906 1.419
Co -0.020253 5.732304 1.350147 -0.118 0.069 -0.892
C -1.656076 5.115920 1.499028 -3.266 -1.528 -0.365
O -2.708645 4.644853 1.514678 1.595 0.790 0.196
C -0.016424 7.176825 2.440928 0.763 2.919 1.235
O -0.048645 8.091484 3.156764 -0.172 -2.565 -1.776
C 0.837079 4.363567 -0.040237 2.593 -2.883 2.251
C 0.067024 3.449189 -0.748269 1.151 0.690 0.087
C -0.049674 2.000674 -0.829155 1.331 -3.330 0.958
Co -0.067608 5.167084 -1.274439 -3.547 1.641 -2.240
C -1.713859 4.742800 -1.700869 -3.110 -0.323 -1.470
O -2.797765 4.426170 -1.944098 2.083 0.452 0.599
C 0.421416 5.994697 -2.821966 1.334 2.131 -1.190
O 0.690815 6.602150 -3.767437 -0.786 -1.744 1.928
C -0.502701 6.826759 -0.307207 0.039 1.647 0.375
O -0.854907 7.922666 -0.494223 0.382 -1.689 -0.014
H 1.876991 4.229548 0.252299 -0.155 -0.450 0.253
H -0.617050 1.481049 0.030178 0.902 0.874 -1.377
H 0.975712 1.590624 -0.911689 -0.178 0.777 1.170
```
Positions in Å, forces in eV/Å.

Properties
Lowest unoccupied orbital energy (eV): -2.53
E_HOMO (eV): -8.74
HOMO-LUMO gap (eV): 6.2

natural (NBO) population analysis, charges in e, atoms 1 to 6: atom 1 (C): -0.63, atom 2 (C): 0.26, atom 3 (C): -0.65, atom 4 (O): -0.74, atom 5 (B): 0.93, atom 6 (C): -0.32

Entry 3:
Molecular formula: C26H23CoN7O2S5
Method: DFT, ωB97M-V/def2-TZVPD

```
64
Properties=species:S:1:pos:R:3:forces:R:3
Co -1.001263 -0.745143 0.211053 -0.544 -0.946 0.255
C -3.666064 1.931854 -1.876205 -0.022 0.012 -0.024
C -2.934321 1.270345 -0.716966 0.107 -0.103 -0.183
O -1.881150 0.626891 -1.047496 0.148 0.215 0.119
C -3.455101 1.447915 0.549885 -0.075 0.011 0.131
C -2.886403 0.992989 1.778937 -0.100 0.020 -0.090
C -3.505761 1.456428 3.068314 0.026 -0.030 0.046
N -1.861475 0.201182 1.795009 0.410 0.295 -0.074
N -1.270006 -0.040004 3.034583 -0.140 0.033 -0.160
C -0.219317 -0.788095 2.876339 0.209 -0.122 0.310
O 0.257427 -1.244042 1.771701 0.003 0.248 -0.246
C 0.546826 -1.119443 4.125928 -0.097 0.034 -0.095
C 1.674648 -1.927342 4.037595 0.008 -0.011 0.010
C 2.415096 -2.233900 5.172664 0.005 -0.008 -0.034
C 2.033761 -1.736495 6.409616 -0.015 0.013 0.037
C 0.898990 -0.936443 6.505329 0.022 -0.014 -0.002
C 0.160668 -0.632391 5.373593 -0.003 -0.005 0.006
H -3.272333 1.536993 -2.811163 -0.008 -0.008 -0.001
H -3.521410 3.015751 -1.859469 0.020 0.000 -0.001
H -4.738612 1.737294 -1.828175 0.000 0.010 0.019
H -4.367415 2.026831 0.625376 -0.008 -0.011 -0.011
H -4.364833 2.096683 2.872039 -0.012 0.003 0.007
H -2.772800 1.993424 3.672451 -0.005 0.004 -0.010
H -3.814995 0.585401 3.648540 0.004 -0.004 -0.010
H 1.939502 -2.316983 3.063622 0.009 0.001 0.000
H 3.287510 -2.872725 5.091090 -0.003 0.002 0.001
H 2.607273 -1.979020 7.297310 -0.001 0.001 -0.003
H 0.586009 -0.555535 7.471006 0.001 -0.001 0.003
H -0.731331 -0.023543 5.428973 -0.004 0.007 -0.009
S -4.970966 -7.641526 -0.468422 0.017 0.266 0.012
C -4.259002 -6.147346 -0.091551 0.078 -0.480 0.034
S -3.254526 -5.280042 -1.150027 -0.030 0.018 -0.179
C -2.831534 -3.933453 -0.124570 0.109 0.260 0.140
C -3.363434 -3.957146 1.132255 0.078 0.227 0.182
S -3.219525 -2.856790 2.461875 0.014 -0.185 -0.310
S -4.358047 -5.378879 1.422561 -0.165 0.016 0.073
S -1.776343 -2.772929 -0.919867 -0.002 0.086 0.001
C 2.179973 0.654061 0.169372 0.011 0.040 0.041
C 1.803462 -0.139989 -1.031938 0.007 0.040 -0.008
N 0.686892 -0.794891 -1.189514 -0.078 0.079 0.044
C 0.742799 -1.417250 -2.417081 -0.006 0.057 0.040
C 1.922490 -1.126430 -3.016667 0.039 0.057 -0.055
N 2.604809 -0.303707 -2.130584 -0.018 -0.169 0.162
C 3.848130 0.357261 -2.356832 0.046 0.177 -0.132
N 3.756660 1.262806 -3.490723 -0.088 0.016 -0.004
N 4.658997 1.211911 -4.486362 0.073 0.081 -0.036
N 4.379926 2.097985 -5.371423 -0.183 0.027 0.170
C 3.235437 2.760676 -4.962762 0.208 -0.015 -0.207
C 2.510069 3.790542 -5.578382 0.035 -0.041 0.003
C 1.376474 4.225008 -4.939846 -0.032 -0.089 0.143
C 0.951921 3.649805 -3.714958 -0.017 0.105 -0.114
C 1.652386 2.645317 -3.096535 0.135 -0.084 -0.063
C 2.821795 2.220466 -3.751431 -0.156 -0.012 0.142
H 1.323640 0.684861 0.839244 -0.005 -0.015 -0.010
H 2.480034 1.674645 -0.083164 -0.013 0.003 -0.013
H 2.992578 0.175903 0.720615 0.010 0.001 -0.015
H -0.074660 -2.037427 -2.745939 0.016 -0.007 -0.029
H 2.339611 -1.398369 -3.970777 0.002 -0.007 0.003
H 4.668166 -0.322848 -2.585884 -0.068 -0.055 -0.017
H 4.090428 0.923888 -1.459204 0.061 -0.038 0.003
H 2.832793 4.207728 -6.522635 0.013 -0.007 -0.002
H 0.776779 5.009689 -5.382084 -0.003 0.003 0.005
H 0.033105 4.000741 -3.263643 0.003 -0.017 0.011
H 1.295560 2.186876 -2.184600 -0.031 0.014 -0.006
```
Positions in Å, forces in eV/Å.

Properties
Lowest unoccupied orbital energy (alpha / beta) (eV): 3.54 / 3.54
E_HOMO (alpha / beta) (eV): -0.33 / -0.34
Multiplicity: 4
HOMO-LUMO gap (alpha / beta) (eV): 3.9 / 3.9
Charge: -2
<S²>: 3.7598

natural (NBO) population analysis, charges in e, atoms 1 to 6: atom 1 (Co): 1.45, atom 2 (C): -0.68, atom 3 (C): 0.48, atom 4 (O): -0.80, atom 5 (C): -0.50, atom 6 (C): 0.31